Version w
Here is one molecule with the formula CH4N2O from the Open Molecules 2025 dataset. Energies are from ωB97M-V/def2-TZVPD.

Structure (ORCA input):
```
! RIJCOSX wB97M-V def2-TZVPD def2/J DEFGRID3
* xyz 0 1
O -2.45 0.38 -0.37
N -1.40 -0.24 -0.44
N -0.35 0.35 0.06
C 0.92 -0.31 0.07
H 1.28 -0.43 1.09
H -0.43 1.29 0.48
H 0.78 -1.29 -0.39
H 1.66 0.25 -0.50
*
```

Calculated values
Lowest unoccupied orbital energy: 1.00 eV
HOMO-LUMO gap: 10.31 eV
SMILES: CNN=O

Version x
Here is a 2-piece molecular cluster, CH4N2O overall from the Open Molecules 2025 dataset. Energies are from ωB97M-V/def2-TZVPD.

Structure (ORCA input):
```
! RIJCOSX wB97M-V def2-TZVPD def2/J DEFGRID3
* xyz 0 1
O 2.38 -0.29 0.38
N -0.28 -0.84 -0.85
N -0.35 0.80 0.87
C 0.24 -0.03 0.07
H -1.17 -0.82 -1.42
H 0.35 -1.36 -1.35
H 0.06 1.31 1.75
H -1.24 1.23 0.53
*
```

Calculated values
Lowest unoccupied orbital energy (alpha / beta): 0.30 / 0.24 eV
HOMO-LUMO gap (alpha / beta): 8.70 / 8.68 eV

Version y
Here is CH4N2O as an isolated structure from the Open Molecules 2025 dataset. Energies are from ωB97M-V/def2-TZVPD.

Structure (ORCA input):
```
! RIJCOSX wB97M-V def2-TZVPD def2/J DEFGRID3
* xyz 0 1
O -0.17 -0.58 -1.71
N -1.02 -0.28 1.25
N 1.50 0.68 -0.86
C 0.39 -0.06 -0.78
H -1.29 -0.84 2.06
H 1.97 0.53 -1.75
H -1.30 0.66 1.50
H -0.09 -0.10 0.30
*
```

Calculated values
Lowest unoccupied orbital energy: -3.60 eV
HOMO-LUMO gap: 6.43 eV

Version z
Here is one molecule with the formula CH4N2O from the Open Molecules 2025 dataset. Energies are from ωB97M-V/def2-TZVPD.

Structure (ORCA input):
```
! RIJCOSX wB97M-V def2-TZVPD def2/J DEFGRID3
* xyz 0 1
O -1.78 -0.89 0.10
N -0.97 0.00 -0.02
N -1.16 1.21 -0.09
C 0.47 -0.38 -0.01
H 0.41 -1.57 0.06
H 0.97 0.26 -0.77
H -2.26 1.31 -0.18
H 0.98 0.04 0.90
*
```

Calculated values
Lowest unoccupied orbital energy: 0.97 eV
HOMO-LUMO gap: 11.21 eV
SMILES: [H]/N=[N+](/C)[O-]

Pick version w: it beats the second-best structure by 20.7 kcal/mol.

Version w
Here is a 2-piece molecular cluster, CH4N2O overall from the Open Molecules 2025 dataset. Energies are from ωB97M-V/def2-TZVPD.

Structure (ORCA input):
```
! RIJCOSX wB97M-V def2-TZVPD def2/J DEFGRID3
* xyz 0 1
O -1.99 0.93 0.02
N 0.86 1.02 0.04
N -0.92 -1.15 0.05
C -1.12 0.15 0.03
H -1.64 -1.90 -0.27
H 0.71 0.83 -0.96
H 0.11 -1.30 -0.16
H 0.85 2.00 0.27
*
```

Calculated values
Lowest unoccupied orbital energy: 0.31 eV
HOMO-LUMO gap: 9.15 eV

Version x
Here is one molecule with the formula CH4N2O from the Open Molecules 2025 dataset. Energies are from ωB97M-V/def2-TZVPD.

Structure (ORCA input):
```
! RIJCOSX wB97M-V def2-TZVPD def2/J DEFGRID3
* xyz 0 1
O -0.33 1.09 1.31
N 0.11 -1.06 -1.49
N -0.63 0.02 0.54
C 0.33 -0.23 -0.50
H 1.07 0.42 -0.04
H -1.59 0.17 0.24
H 0.15 0.71 2.08
H 0.89 -1.11 -2.15
*
```

Calculated values
Lowest unoccupied orbital energy: 0.92 eV
HOMO-LUMO gap: 10.26 eV
SMILES: [H]/N=C/NO

Version y
Here is one molecule with the formula CH4N2O from the Open Molecules 2025 dataset. Energies are from ωB97M-V/def2-TZVPD.

Structure (ORCA input):
```
! RIJCOSX wB97M-V def2-TZVPD def2/J DEFGRID3
* xyz 0 1
O 1.33 0.68 0.42
N -0.63 -1.89 -0.39
N -1.09 -0.79 -0.40
C -0.17 0.47 -0.04
H -0.28 1.04 -0.97
H 1.27 1.58 0.76
H 0.37 -2.01 -0.12
H -0.81 0.92 0.73
*
```

Calculated values
Lowest unoccupied orbital energy: 0.70 eV
HOMO-LUMO gap: 10.14 eV
SMILES: [H]/N=N\CO

Pick version w: it beats the second-best structure by 7.5 kcal/mol.

Version w
Here is an isolated ion of composition C4H12NO and charge +1 from the Open Molecules 2025 dataset. Energies are from ωB97M-V/def2-TZVPD.

Structure (ORCA input):
```
! RIJCOSX wB97M-V def2-TZVPD def2/J DEFGRID3
* xyz 1 1
O 1.26 -1.76 -0.75
N 0.30 0.71 -0.64
C 0.02 -1.70 -0.04
C -1.31 -0.14 1.16
C 0.03 -0.22 0.52
C 0.72 2.10 -0.43
H -0.86 -1.89 -0.71
H -0.38 0.62 -1.40
H 1.58 2.43 -0.98
H -1.63 0.82 1.65
H -0.10 -2.44 0.75
H 1.26 -2.42 -1.51
H 0.89 -0.27 1.17
H 1.05 0.11 -1.12
H -0.08 2.85 -0.66
H -2.08 -0.16 0.34
H 0.85 2.25 0.65
H -1.51 -0.87 1.97
*
```

Calculated values
Lowest unoccupied orbital energy: -3.15 eV
HOMO-LUMO gap: 12.16 eV
SMILES: C[NH2+][C@@H](C)CO

Version x
Here is a 2-piece molecular cluster, C4H12NO overall from the Open Molecules 2025 dataset. Energies are from ωB97M-V/def2-TZVPD.

Structure (ORCA input):
```
! RIJCOSX wB97M-V def2-TZVPD def2/J DEFGRID3
* xyz 1 1
O 1.41 0.38 0.76
N -0.94 -0.15 -0.66
C 2.14 -0.42 1.67
C -0.23 -0.99 0.00
C -0.61 0.25 -1.99
C -2.01 0.63 -0.13
H -1.89 1.75 -0.31
H 1.59 -0.33 2.67
H 2.30 -1.49 1.34
H -2.27 0.36 0.96
H 0.68 -1.55 -0.18
H 1.63 1.40 0.76
H -1.57 0.54 -2.52
H -2.86 0.39 -0.77
H 3.15 0.07 1.85
H -0.17 -0.65 -2.55
H -0.47 -1.34 1.04
H 0.13 1.16 -1.94
*
```

Calculated values
Lowest unoccupied orbital energy: -4.16 eV
HOMO-LUMO gap: 10.49 eV

Pick version w: it beats the second-best structure by 34.7 kcal/mol.

Version w
Here is a 2-piece molecular cluster, C4H12NO overall from the Open Molecules 2025 dataset. Energies are from ωB97M-V/def2-TZVPD.

Structure (ORCA input):
```
! RIJCOSX wB97M-V def2-TZVPD def2/J DEFGRID3
* xyz 1 1
O 3.37 -0.35 0.40
N -3.02 0.18 -0.52
C -2.98 -0.72 0.64
C 0.88 0.06 -0.42
C 1.36 1.45 -0.63
C 1.82 -0.55 0.56
H 1.83 1.72 0.31
H -3.78 -1.46 0.73
H -2.04 -1.19 0.94
H 1.76 -1.65 0.61
H -2.83 -0.11 -1.48
H -2.27 0.81 -0.25
H -3.38 -0.04 1.41
H 0.83 -0.54 -1.33
H 0.72 2.26 -1.04
H 1.82 -0.02 1.51
H 2.21 1.25 -1.32
H 3.71 -1.09 -0.12
*
```

Calculated values
Lowest unoccupied orbital energy: -8.79 eV
HOMO-LUMO gap: 4.11 eV

Version x
Here is an isolated ion of composition C4H12NO and charge +1 from the Open Molecules 2025 dataset. Energies are from ωB97M-V/def2-TZVPD.

Structure (ORCA input):
```
! RIJCOSX wB97M-V def2-TZVPD def2/J DEFGRID3
* xyz 1 1
O 1.04 0.81 0.12
N -0.41 0.20 0.03
C -0.55 -0.55 1.24
C -0.54 -0.67 -1.11
C -1.28 1.41 -0.05
C 2.14 -0.09 -0.05
H 2.31 -0.76 -0.93
H -2.32 1.03 -0.16
H -0.60 0.12 2.07
H -1.52 -1.03 1.42
H -1.06 1.96 0.78
H -1.64 -0.94 -1.32
H -0.94 1.79 -0.97
H 2.57 -0.84 0.71
H 0.07 -1.50 -1.01
H 0.07 -1.43 1.40
H -0.42 -0.05 -2.05
H 3.10 0.54 -0.12
*
```

Calculated values
Lowest unoccupied orbital energy: -3.76 eV
HOMO-LUMO gap: 11.81 eV
SMILES: CO[N+](C)(C)C

Pick version x: it beats the second-best structure by 52.9 kcal/mol.